No. 1
Here is a molecular structure, C34H44BrFeN3O2PS2Si at a distorted geometry from the Open Molecules 2025 dataset. Energies are from wB97M-V/def2-TZVPD.

Calculated values
ΔE to the lowest compared entry with this formula, charge and spin	0.3	kcal per mole
HOMO-LUMO gap (spin up / spin down)	6.209 / 7.134	eV
2S+1	5
expectation value of S²	6.01
lowest unoccupied orbital energy (spin up / spin down)	0.0942 / 0.0941	Eh
net charge	-1

Geometry (Å):
Fe: 12.3488 14.8765 12.0197
C: 15.3259 15.8113 13.0196
C: 15.3841 14.3682 12.4322
N: 14.1581 13.6949 12.7080
C: 13.9835 13.0739 14.0330
C: 13.3237 14.0871 15.0033
N: 12.2800 14.9170 14.3282
C: 12.2927 16.3114 14.7476
C: 13.4326 17.1323 14.0404
N: 14.0529 16.5155 12.8454
H: 16.0710 16.4538 12.5501
H: 15.5025 15.6512 14.1219
H: 16.3125 13.8564 12.8027
H: 15.4604 14.4006 11.3378
H: 13.9984 12.9551 12.0383
H: 14.9837 12.7681 14.4150
H: 13.3360 12.1902 13.8858
H: 14.0962 14.7854 15.3630
H: 12.9180 13.6559 15.8892
H: 11.3853 14.5301 14.5626
H: 12.4744 16.3755 15.8072
H: 11.3188 16.7237 14.5574
H: 14.1672 17.4455 14.8116
H: 13.0186 18.0076 13.5111
H: 14.1425 17.4183 12.2600
C: 9.8068 7.5191 13.6980
C: 10.9182 8.2870 13.0906
O: 10.8235 9.6665 13.4647
P: 11.3151 10.7781 12.4182
S: 10.6352 12.5850 12.9277
S: 13.1999 10.5272 11.9980
O: 10.5379 10.4812 11.0462
C: 9.1247 10.6229 10.8090
C: 8.8959 11.3001 9.4539
H: 9.9389 6.4857 13.4674
H: 8.9058 7.7903 13.2447
H: 9.8575 7.6929 14.7702
H: 10.8446 8.2175 11.9636
H: 11.9351 7.9825 13.3594
H: 8.6289 11.1051 11.6586
H: 8.7548 9.6112 10.7756
H: 9.6213 12.0957 9.3742
H: 7.8565 11.6684 9.3940
H: 9.1321 10.5684 8.6935
Br: 12.9332 14.2063 5.3574
C: 12.7798 14.3298 7.2590
C: 12.7526 13.1608 8.0366
C: 12.6795 13.3460 9.4589
C: 12.7143 14.6073 10.0841
C: 12.6457 15.7140 9.2247
C: 12.6688 15.6054 7.8437
H: 12.8181 12.2055 7.5594
H: 12.5862 12.4706 10.0969
H: 12.5263 16.6663 9.6762
H: 12.5232 16.4609 7.2099
C: 8.6484 16.4525 7.6122
C: 8.7484 17.6876 8.2598
C: 9.2002 17.8195 9.5840
C: 9.4472 16.6737 10.3421
C: 9.3618 15.4210 9.6405
C: 8.9198 15.3559 8.3505
Si: 10.2319 16.5972 12.0933
C: 10.8299 18.5013 12.2662
C: 11.9479 18.8641 11.5035
C: 12.3625 20.2365 11.4724
C: 11.6722 21.1972 12.2202
C: 10.6376 20.7801 13.0741
C: 10.2316 19.4538 13.0672
C: 8.8271 16.6146 13.3519
C: 7.6184 17.2454 13.0071
C: 6.3940 17.0301 13.6946
C: 6.3946 16.0947 14.7733
C: 7.5800 15.5266 15.2339
C: 8.6989 15.6816 14.4125
H: 8.2890 16.3330 6.6159
H: 8.5452 18.5406 7.6292
H: 9.3977 18.8084 10.0005
H: 9.5792 14.5147 10.2131
H: 8.8168 14.4118 7.8645
H: 12.3504 18.0755 10.8835
H: 13.1003 20.6466 10.8380
H: 11.9723 22.2734 12.1339
H: 10.2419 21.5279 13.7856
H: 9.4395 19.1729 13.7649
H: 7.6673 18.0109 12.2279
H: 5.4518 17.5142 13.3531
H: 5.4497 15.8043 15.1795
H: 7.6342 14.8743 16.1233
H: 9.5955 15.0460 14.7064

Let us look at the Löwdin charges, expressed in e, one per atom: Fe 0.55; C -0.19; C -0.21; N -0.15; C -0.21; C -0.16; N -0.15; C -0.21; C -0.18; N -0.09; H 0.11; H 0.11; H 0.12; H 0.11; H 0.02; H 0.12; H 0.01; H 0.10; H 0.11; H 0.01; H 0.10; H 0.06; H 0.11; H 0.08; H 0.14; C -0.08; C -0.33; O -0.35; P -0.18; S 0.33; S 0.30; O -0.41; C -0.30; C -0.06; H 0.07; H 0.06; H 0.09; H 0.12; H 0.11; H 0.08; H 0.10; H 0.05; H 0.09; H 0.07; Br 0.65; C -0.70; C -0.11; C -0.12; C -0.26; C -0.15; C -0.14; H 0.08; H 0.02; H 0.04; H 0.09; C -0.11; C -0.09; C -0.10; C -0.28; C -0.11; C -0.13; Si 0.74; C -0.30; C -0.13; C -0.08; C -0.12; C -0.10; C -0.12; C -0.31; C -0.12; C -0.08; C -0.11; C -0.10; C -0.12; H 0.09; H 0.08; H 0.10; H 0.08; H 0.09; H 0.06; H 0.07; H 0.10; H 0.10; H 0.09; H 0.09; H 0.10; H 0.08; H 0.10; H 0.08

No. 2
Here is 10 unconnected molecules or ions with the total composition C40H72F24N2O18 at a distorted geometry from the Open Molecules 2025 dataset. Energies are from wB97M-V/def2-TZVPD.

Calculated values
HOMO-LUMO gap	6.204	eV
2S+1	1
lowest unoccupied orbital energy	0.2239	Eh
net charge	-6

Geometry (Å):
C: -4.4997 -27.8834 -3.0527
C: -3.9073 -27.1670 -4.3223
C: -4.0942 -27.8441 -5.6454
O: -5.4124 -27.7572 -6.0556
C: -5.5538 -28.2552 -7.3957
N: -4.4610 -25.8178 -4.3568
H: -3.9303 -25.2360 -5.0325
H: -5.5033 -25.7204 -4.4897
H: -15.7187 -23.6321 -8.5677
H: -3.7858 -28.6683 -2.7432
H: -5.5068 -28.3515 -3.0830
H: -4.4811 -27.1983 -2.2655
H: -2.8378 -27.0105 -4.1653
H: -3.7300 -28.8950 -5.5756
H: -3.4267 -27.2775 -6.3299
H: -4.7344 -27.9089 -8.0339
H: -6.6144 -27.9554 -7.6638
H: -5.6194 -29.4012 -7.3630
C: 2.9243 -30.4849 -11.7632
C: 2.4619 -31.9270 -11.5192
C: 0.9412 -31.7964 -11.4667
O: 0.6811 -31.2140 -10.2272
C: -0.6742 -30.9545 -9.9442
N: 2.9576 -32.7642 -12.6586
H: 2.2959 -32.7780 -13.4701
H: 3.9050 -32.3815 -13.1122
H: 3.0112 -33.7258 -12.2207
H: 2.6838 -30.1472 -12.7598
H: 3.9733 -30.3585 -11.7165
H: 2.4431 -29.8894 -10.9937
H: 2.8704 -32.3952 -10.6044
H: 0.4301 -32.7360 -11.5356
H: 0.6258 -31.1655 -12.3310
H: -0.8167 -30.5919 -8.9516
H: -1.1895 -31.9188 -10.0456
H: -1.0162 -30.2908 -10.7729
C: 3.6178 -36.1115 -10.5974
O: 3.9798 -37.5367 -11.0913
O: 3.0732 -35.3983 -11.5322
C: 2.7022 -36.3919 -9.3774
F: 1.4557 -36.7719 -9.6313
F: 3.2470 -37.3010 -8.5364
F: 2.6388 -35.2150 -8.7577
C: 3.4590 -37.8401 -12.3701
C: 4.5031 -37.4784 -13.4288
H: 4.7544 -36.4222 -13.5474
H: 5.4595 -38.0086 -13.2592
H: 4.2805 -37.9446 -14.4186
H: 2.5103 -37.3473 -12.5517
H: 3.2568 -38.9031 -12.3534
H: 4.5874 -35.9235 -10.1441
C: -0.8183 -9.9483 -2.0167
O: 0.5247 -10.6623 -2.0209
O: -1.2962 -9.5838 -0.9223
C: -0.3700 -8.8217 -3.0980
F: -1.4483 -8.0331 -3.3542
F: 0.5839 -8.0033 -2.6261
F: 0.0322 -9.3020 -4.2839
C: 0.4495 -11.8358 -1.2970
C: 0.1740 -13.1485 -2.0324
H: 0.9889 -13.4652 -2.6908
H: -0.1284 -13.8541 -1.2625
H: -0.6723 -13.0583 -2.6557
H: -0.3212 -11.6326 -0.5351
H: 1.4647 -11.8792 -0.6696
H: -1.4324 -10.7346 -2.6688
C: 5.7569 -32.3880 -15.0562
O: 5.2418 -33.3913 -15.9410
O: 4.8697 -31.8682 -14.2324
C: 6.9567 -33.2180 -14.3480
F: 7.7194 -33.8229 -15.2708
F: 7.7713 -32.2465 -13.7307
F: 6.6335 -34.0730 -13.3864
C: 4.0580 -33.9392 -15.4441
C: 3.7709 -35.0486 -16.4399
H: 2.8486 -35.6219 -16.2060
H: 3.6127 -34.6072 -17.4431
H: 4.5640 -35.8189 -16.5799
H: 3.2661 -33.2000 -15.5362
H: 4.2585 -34.2478 -14.4073
H: 6.4420 -31.7552 -15.7598
C: 0.1097 -32.2324 -15.5790
O: -0.1335 -31.0145 -16.3849
O: 0.8776 -32.1057 -14.5000
C: -1.3154 -32.6741 -15.0935
F: -1.3365 -33.9798 -14.7536
F: -1.6813 -31.9215 -14.0312
F: -2.2369 -32.5898 -16.0567
C: 1.0835 -30.1748 -16.3897
C: 2.0692 -30.7528 -17.4478
H: 2.7402 -29.9702 -17.8877
H: 2.7619 -31.5451 -17.0876
H: 1.4223 -31.1164 -18.2598
H: 1.3960 -30.0501 -15.3467
H: 0.7821 -29.1845 -16.7935
H: 0.3321 -33.1074 -16.3307
C: -16.1155 -20.8065 -8.2253
O: -14.9581 -20.8310 -9.1939
O: -15.9205 -20.9305 -6.9431
C: -16.7167 -19.4053 -8.7196
F: -18.0739 -19.4166 -8.3852
F: -16.0262 -18.4239 -8.0747
F: -16.8747 -19.1837 -10.0554
C: -13.8899 -21.6313 -8.7524
C: -12.6494 -20.7479 -8.6568
H: -11.9876 -21.4831 -8.2530
H: -12.4293 -20.5035 -9.6608
H: -12.8550 -19.8616 -8.0506
H: -13.7377 -22.4933 -9.4053
H: -14.2382 -22.0314 -7.7465
H: -16.8023 -21.5792 -8.6486
C: 5.9014 -19.1379 -25.8747
O: 5.9606 -19.3794 -24.4596
O: 4.8498 -19.4521 -26.5492
C: 6.2290 -17.5621 -25.7615
F: 5.2617 -16.7825 -25.0616
F: 7.3729 -17.3628 -25.0832
F: 6.3190 -16.9217 -26.9373
C: 6.0405 -20.7649 -24.3184
C: 6.2751 -21.0684 -22.8294
H: 7.3055 -21.0040 -22.5142
H: 5.6451 -20.4176 -22.2200
H: 5.9053 -22.0097 -22.6185
H: 6.7898 -21.1351 -25.0619
H: 5.1457 -21.1780 -24.6606
H: 6.8681 -19.6103 -26.1937
C: 6.7765 -30.3444 4.7480
O: 5.4418 -30.3367 5.4309
O: 6.8284 -30.7770 3.5168
C: 7.4880 -28.9951 4.7197
F: 7.3994 -28.1924 3.5354
F: 7.1782 -28.1038 5.7363
F: 8.8054 -29.2567 4.9083
C: 4.4338 -29.5102 4.7969
C: 3.6832 -28.7289 5.8171
H: 4.2324 -27.9944 6.3377
H: 2.8210 -28.2359 5.3803
H: 3.3023 -29.4645 6.5558
H: 3.7899 -30.1377 4.3049
H: 4.9521 -28.7979 4.0658
H: 7.3463 -30.9177 5.4875
C: -14.8603 -24.7672 -9.8639
O: -15.1517 -25.8633 -10.6332
O: -16.0328 -24.0929 -9.4269
C: -14.1237 -25.2941 -8.6486
F: -14.9440 -26.1317 -7.9148
F: -12.9667 -25.8370 -8.9042
F: -13.8036 -24.3001 -7.8099
C: -14.1186 -26.1724 -11.4783
C: -13.5098 -27.5337 -11.3364
H: -12.6877 -27.4489 -10.6505
H: -14.0524 -28.3498 -10.8388
H: -13.1128 -27.8862 -12.2777
H: -13.3602 -25.5099 -11.2457
H: -14.4118 -25.8799 -12.4810
H: -14.1844 -24.1862 -10.4422

These are the Löwdin partial charges, in e, on atoms 1 to 99: C -0.06; C -0.43; C -0.28; O -0.20; C -0.09; N 0.00; H 0.08; H 0.10; H 0.13; H 0.07; H 0.08; H 0.04; H 0.13; H 0.14; H 0.13; H 0.08; H 0.10; H 0.10; C -0.04; C -0.29; C -0.22; O -0.21; C -0.10; N 0.16; H 0.10; H 0.11; H 0.10; H 0.08; H 0.06; H 0.08; H 0.16; H 0.13; H 0.12; H 0.07; H 0.08; H 0.10; C -0.44; O -0.16; O -0.14; C -0.60; F 0.14; F 0.10; F 0.12; C -0.31; C -0.09; H 0.05; H 0.06; H 0.06; H 0.10; H 0.09; H 0.14; C -0.56; O -0.17; O -0.12; C -0.56; F 0.08; F 0.11; F 0.11; C -0.35; C -0.09; H 0.07; H 0.06; H 0.04; H 0.10; H 0.13; H 0.15; C -0.47; O -0.13; O -0.17; C -0.52; F 0.11; F 0.03; F 0.15; C -0.29; C -0.08; H 0.07; H 0.07; H 0.07; H 0.09; H 0.11; H 0.16; C -0.47; O -0.15; O -0.19; C -0.58; F 0.11; F 0.11; F 0.11; C -0.23; C -0.08; H 0.07; H 0.06; H 0.07; H 0.10; H 0.10; H 0.16; C -0.51; O -0.15; O -0.16